[1]
{"formula": "C22H29BF9N2O14PS", "method": "ωB97M-V with the def2-TZVPD basis set", "species": ["S", "P", "F", "F", "F", "F", "F", "F", "F", "F", "F", "O", "O", "O", "O", "O", "O", "O", "O", "O", "O", "O", "O", "O", "O", "N", "N", "C", "C", "C", "C", "C", "C", "C", "C", "C", "C", "C", "C", "C", "C", "C", "C", "C", "C", "C", "C", "C", "C", "B", "H", "H", "H", "H", "H", "H", "H", "H", "H", "H", "H", "H", "H", "H", "H", "H", "H", "H", "H", "H", "H", "H", "H", "H", "H", "H", "H", "H", "H"], "coordinates": [[-4.1035, -2.4244, -1.9578], [2.2927, 1.6164, -3.1332], [-1.9539, -2.5887, -0.3806], [-1.2321, -1.6266, -3.9685], [-4.3327, -2.3346, -0.2681], [-5.7574, -2.6538, -2.1344], [-3.9508, -4.0775, -1.7712], [-3.9764, -2.4690, -3.6191], [-4.4290, -0.7523, -1.9794], [-2.1450, -0.6453, -1.5663], [-1.4966, -3.9039, -3.3001], [4.9279, 1.5268, -1.7099], [-3.1937, 4.6235, -1.0006], [5.7233, -4.2597, -1.1114], [-4.8731, -1.5057, 6.2840], [-3.7062, -1.2146, 4.3629], [-3.7337, 6.8229, -1.1236], [-0.5244, 2.6789, 2.8201], [2.6421, 3.1338, -2.9843], [-5.9295, -1.5381, 4.2784], [-2.6533, 6.0014, 0.6920], [4.1199, 1.3241, 0.6339], [-2.7676, 2.6119, 3.1402], [-1.3450, 2.3625, 4.8881], [4.0783, -4.4610, 0.5482], [0.3137, 1.5818, 0.2414], [1.9793, -1.8878, 1.0411], [-2.3407, 3.8913, -0.1311], [-5.5184, -1.1639, 2.9714], [3.6617, -1.4355, -2.1800], [-4.8398, -1.4266, 5.0878], [-4.0415, -1.4117, 2.9973], [1.2677, 1.3609, -0.4794], [4.4891, -4.2782, -0.8321], [2.2770, -0.8854, -1.5618], [5.3086, 2.1620, 0.8861], [0.0542, 2.1305, 4.9613], [3.3170, -4.1142, -1.9269], [2.4298, 0.7510, -1.4389], [-1.2805, -2.5432, -2.8415], [0.5711, 2.7850, 3.7169], [-2.2839, -2.0822, -1.6827], [3.5250, -2.8770, -2.9309], [-3.2395, 5.9024, -0.5328], [2.1849, -1.4197, -0.0593], [-1.6495, 2.5559, 3.5766], [-2.4017, 4.6763, 1.1419], [0.9723, -1.1340, -2.4626], [0.2561, -2.5599, -2.2814], [3.8446, 1.2177, -0.7712], [-5.7633, -0.1096, 2.8117], [0.8008, -3.2938, -2.9998], [1.3264, -1.0850, -3.5703], [4.5556, -3.0450, -3.4422], [0.9768, 1.4662, -3.7025], [2.7627, -2.8123, -3.7823], [-3.2232, 4.3607, 1.7884], [0.1916, -0.2810, -2.3720], [-1.4691, 4.6286, 1.7050], [3.2911, 1.0226, -3.9973], [-2.6978, 2.8676, -0.0067], [4.4805, -1.6034, -1.3714], [-3.4917, -0.7185, 2.3581], [4.9937, 2.5008, -1.8487], [6.2753, 1.7046, 0.4765], [2.3290, -4.1112, -1.3474], [3.3164, -5.0893, -2.5595], [0.2334, 1.0514, 4.9725], [5.4511, 2.2300, 2.0374], [1.4521, 2.2808, 3.3156], [0.8048, 3.8435, 3.8663], [-6.0289, -1.7646, 2.2166], [0.3392, -3.0284, -1.2419], [-3.7840, -2.4369, 2.7142], [3.9945, -3.5628, 0.9740], [5.1007, 3.2329, 0.5351], [-1.3347, 3.8669, -0.5608], [0.4737, 2.5690, 5.8683], [4.1067, -0.7261, -2.9853]], "forces_ev_per_a": [[-4.7169, 0.6317, 1.2764], [1.5716, 4.5654, 0.5045], [-0.3416, 0.8624, -3.9335], [-1.1385, -2.3859, 2.6109], [0.0547, -0.1559, -2.7308], [2.9329, 0.2437, 0.2933], [0.2928, 2.7873, -0.8322], [0.2318, -0.0510, 2.8927], [0.3428, -3.0618, -0.5221], [0.1596, -3.8286, -0.3703], [-0.3382, 3.5571, 0.9849], [-2.1203, 0.3069, 1.3248], [-0.1317, 0.6527, 0.1880], [-5.5212, -0.0820, 0.9306], [0.0395, 0.0619, -1.1532], [-0.4929, -0.0458, 0.3353], [0.4481, -0.8608, 0.5129], [-0.6891, -0.0705, 0.4434], [-0.9492, -3.7193, -0.0620], [0.5109, -0.0313, 0.3826], [-0.2189, 0.0971, -0.8256], [-0.0334, 0.5139, -3.1782], [1.0098, -0.2460, 0.4266], [-0.2603, 0.1954, -0.7101], [0.3350, 1.3061, -2.1726], [5.3857, -1.0447, -4.1313], [1.3822, 2.5503, -5.9491], [0.3972, -0.8488, -0.1152], [-0.5608, 0.2003, -0.7125], [0.4905, -1.2990, -0.8728], [-0.0507, -0.0564, 1.3006], [0.6017, -0.0564, -0.7005], [-3.3194, -0.5925, 1.7928], [3.5463, 0.5449, -0.1130], [0.4412, 0.8801, 1.2888], [0.5714, 0.3589, 1.6530], [0.4658, -0.3412, 0.7102], [-0.1587, -0.8203, 0.1571], [-1.7251, -0.0260, 1.5850], [3.3209, -0.9663, -0.6818], [0.8880, 0.2284, -0.2063], [1.4980, 2.2687, 1.8723], [1.3463, 0.3585, 0.3992], [-0.4655, 0.9582, -0.4941], [-1.7037, -1.9037, 3.0390], [-0.9106, -0.0864, -0.1666], [0.0653, -0.1781, 0.8821], [-0.3953, -0.3010, -0.5147], [0.1812, -0.4679, -1.0836], [2.6563, 0.8681, 0.6350], [0.0574, -0.0563, 0.0325], [-1.1860, 1.1463, 1.2467], [-0.4935, -0.0450, 1.8736], [-1.7592, 0.2642, 0.8679], [0.7784, -0.4495, 0.4167], [0.9059, -0.3539, 1.3817], [0.1129, 0.0691, -0.1517], [1.4485, -1.4691, 0.3360], [-0.1457, 0.2003, -0.1157], [-1.0275, -0.2562, 0.5496], [-0.0460, 0.1520, -0.1148], [-1.5084, 0.6688, -1.1890], [0.0446, -0.0202, 0.2223], [-0.0314, -0.9041, -0.0338], [-1.6285, 0.7684, 0.2671], [1.4511, 0.1771, -0.8766], [0.0921, 1.5878, 1.1106], [-0.0348, 0.0693, -0.0316], [-0.4864, -0.2711, -1.9783], [-0.2050, 0.0352, -0.1628], [-0.0473, -0.0509, 0.0052], [-0.0530, 0.0070, 0.2196], [-0.3869, 0.9905, -1.3446], [-0.0422, 0.0412, 0.0272], [0.0012, -1.1631, -0.6173], [0.5101, -1.6198, 0.2532], [-0.0535, 0.0081, 0.0381], [-0.2433, -0.0300, -0.0393], [-0.9489, -0.9663, 1.6174]], "e_tot_ha": -3681.6095}

[2]
{"formula": "C22H29BrCuF5N4O2STe", "method": "ωB97M-V with the def2-TZVPD basis set", "species": ["Te", "Br", "Cu", "S", "F", "F", "F", "F", "F", "O", "O", "N", "N", "N", "N", "C", "C", "C", "C", "C", "C", "C", "C", "C", "C", "C", "C", "C", "C", "C", "C", "C", "C", "C", "C", "C", "C", "H", "H", "H", "H", "H", "H", "H", "H", "H", "H", "H", "H", "H", "H", "H", "H", "H", "H", "H", "H", "H", "H", "H", "H", "H", "H", "H", "H", "H"], "coordinates": [[-4.8362, 2.0616, -2.1234], [-1.8721, -2.2490, -1.6425], [-1.7437, 0.7899, -0.8037], [-2.2233, 0.1246, 1.4068], [-4.4728, 1.7009, -3.9215], [-3.7006, 3.5512, -2.2552], [-6.1088, 3.2467, -2.8164], [-6.2317, 0.8245, -2.1700], [-5.4372, 2.6712, -0.4617], [0.0028, -0.0013, -0.9772], [-3.6417, 0.8965, -1.4834], [-1.0022, 2.2155, -2.2207], [-2.1913, 2.8773, 1.4988], [-2.8342, 1.7704, 3.3657], [-1.7149, 2.7479, 0.2397], [3.0003, -4.8036, 2.1152], [2.0637, -5.8732, 0.0840], [0.0841, 2.7809, -4.2592], [0.6399, -5.5656, 2.1166], [1.6569, 1.4471, 0.5943], [1.2645, -3.5869, 0.7161], [-1.4281, 3.7830, -0.4511], [-2.4357, 1.7112, 2.0544], [-0.2983, -2.3142, -0.5804], [0.1794, 4.0981, -3.8445], [2.4029, 0.0778, 2.4914], [0.1184, -3.5232, -0.0728], [0.3747, -1.0941, -0.3665], [-0.3196, 4.4572, -2.6040], [2.2837, 0.0936, 0.9566], [1.4892, -1.1445, 0.5021], [-1.5905, 5.1977, 0.0044], [1.7423, -4.9346, 1.2552], [-0.9093, 3.4841, -1.8035], [1.9070, -2.3850, 0.9847], [-0.5155, 1.8694, -3.4044], [3.6885, 0.0408, 0.3391], [1.4095, 0.0940, 2.9439], [1.1905, -6.0300, -0.5507], [0.6391, 1.5316, 0.9762], [-0.4566, -4.4122, -0.3011], [-3.1744, 2.6708, 3.6630], [1.6205, 1.6095, -0.4806], [2.8249, -4.1738, 2.9897], [3.8316, -4.3799, 1.5482], [-0.6208, 5.6799, 0.1558], [0.4611, 2.4584, -5.2195], [4.2804, 0.9001, 0.6688], [3.3041, -5.7918, 2.4690], [0.9649, -6.5351, 2.5055], [0.6439, 4.8420, -4.4799], [0.3957, -4.9171, 2.9599], [3.6245, 0.0665, -0.7507], [-2.1322, 5.2037, 0.9455], [2.2660, 2.2343, 1.0517], [-0.6086, 0.8219, -3.6629], [-0.2736, -5.7206, 1.5411], [2.8564, -5.4514, -0.5373], [2.7876, -2.4028, 1.6119], [-0.2508, 5.4762, -2.2518], [4.2197, -0.8697, 0.6251], [2.9485, 0.9638, 2.8274], [-2.1463, 5.7722, -0.7394], [2.3947, -6.8483, 0.4534], [2.9325, -0.7990, 2.8655], [-3.3234, 0.9629, 3.7096]], "forces_ev_per_a": [[-0.0310, -0.0592, 0.0200], [-0.0275, -0.0744, -0.0771], [0.2066, 0.3990, 0.3055], [-0.0708, -0.0902, -0.2130], [0.0102, -0.0304, -0.1024], [0.0026, 0.0421, 0.0714], [-0.0143, -0.0320, 0.0348], [-0.0050, 0.0114, 0.0043], [0.0502, 0.0156, -0.0521], [-0.1424, -0.0287, -0.1006], [-0.0785, -0.0080, -0.0289], [-0.0090, -0.1990, -0.0768], [-0.0490, 0.1186, 0.0187], [-0.0728, 0.0223, -0.1218], [-0.0889, -0.0100, -0.0361], [-0.0096, 0.0063, -0.0007], [0.0002, -0.0063, -0.0070], [-0.0117, -0.0262, -0.0182], [-0.0054, -0.0070, -0.0016], [0.0053, -0.0022, -0.0080], [0.0050, 0.0279, 0.0119], [-0.0210, -0.0199, 0.0431], [0.2419, -0.0579, 0.1679], [-0.0241, -0.0784, -0.0160], [-0.0060, 0.0208, 0.0153], [-0.0040, -0.0014, -0.0054], [-0.0023, 0.0003, 0.0222], [0.1352, 0.0835, 0.0280], [-0.0223, -0.0189, -0.0027], [-0.0005, 0.0098, -0.0011], [-0.0113, -0.0125, 0.0509], [-0.0004, -0.0158, 0.0143], [-0.0089, -0.0006, -0.0028], [0.0796, -0.0042, -0.0103], [0.0073, -0.0056, -0.0176], [-0.0261, 0.0149, 0.0333], [0.0038, -0.0030, -0.0034], [-0.0011, 0.0026, -0.0030], [-0.0002, 0.0048, 0.0039], [0.0204, -0.0020, 0.0065], [0.0020, 0.0072, -0.0056], [-0.0105, 0.0199, 0.0057], [0.0053, 0.0004, 0.0172], [-0.0028, 0.0040, -0.0054], [0.0009, 0.0002, -0.0015], [-0.0002, -0.0004, -0.0074], [-0.0010, 0.0006, 0.0070], [-0.0011, -0.0025, -0.0015], [-0.0018, -0.0003, -0.0008], [-0.0025, -0.0011, -0.0002], [-0.0076, -0.0020, 0.0030], [-0.0013, 0.0015, 0.0009], [-0.0011, 0.0003, -0.0027], [-0.0029, 0.0106, 0.0131], [-0.0042, 0.0000, 0.0069], [0.0047, -0.0032, 0.0027], [0.0048, -0.0024, 0.0093], [-0.0032, -0.0003, -0.0004], [0.0026, -0.0068, 0.0082], [-0.0010, 0.0057, -0.0012], [-0.0043, -0.0018, 0.0012], [-0.0004, -0.0015, -0.0020], [0.0047, -0.0032, 0.0036], [-0.0002, -0.0015, -0.0018], [0.0041, -0.0027, -0.0018], [-0.0076, -0.0066, 0.0083]], "e_above_lowest_kj_mol": 0.00, "spin_multiplicity": 2, "charge": -1, "s_squared": 0.75, "e_tot_ha": -6605.4339}

[3]
{"formula": "C22H29BrN4O2PtSSe2", "method": "ωB97M-V with the def2-TZVPD basis set", "species": ["Pt", "Br", "Se", "Se", "S", "O", "O", "N", "N", "N", "N", "C", "C", "C", "C", "C", "C", "C", "C", "C", "C", "C", "C", "C", "C", "C", "C", "C", "C", "C", "C", "C", "C", "H", "H", "H", "H", "H", "H", "H", "H", "H", "H", "H", "H", "H", "H", "H", "H", "H", "H", "H", "H", "H", "H", "H", "H", "H", "H", "H", "H", "H"], "coordinates": [[1.2201, -2.3830, 0.6131], [-4.7959, 3.6402, 1.4826], [-0.4215, -3.6927, 1.6466], [0.2591, -3.0067, -1.5291], [2.7154, -1.4921, 2.0154], [-1.7591, -0.6315, 2.0165], [-0.4474, -0.1550, -0.2165], [3.2707, 1.0439, 2.3649], [1.0214, 0.5828, 2.4690], [0.1431, 1.3775, -2.1455], [-1.0685, 3.1574, -2.6768], [1.7377, 1.5307, -4.0997], [0.6589, 1.9279, -3.3110], [0.6708, 1.9852, 2.7414], [1.7159, 2.8959, 2.1218], [-0.8794, 2.1348, -1.8055], [-0.0962, 3.0496, -3.6589], [-2.6970, 2.7487, -0.2010], [0.1782, 3.8155, -4.7870], [2.0168, 2.2834, -5.2201], [-2.1531, 0.4745, 1.2982], [-3.1566, 1.3388, 1.6964], [-1.6860, 1.8761, -0.6101], [2.2626, 0.1949, 2.2843], [-3.4257, 2.4729, 0.9351], [0.6023, -5.0979, 2.5085], [-1.3948, -3.9235, -1.0221], [1.3003, -4.5578, -2.0591], [-1.4158, 0.7233, 0.1344], [-2.5335, -0.9472, 3.1770], [1.2471, 3.4095, -5.5585], [3.0941, 2.4824, 2.6067], [-1.2032, -4.7780, 0.2019], [-2.1333, -3.1357, -0.8772], [-2.1239, -1.8731, 3.5709], [-0.4120, 4.6824, -5.0506], [4.2024, 0.6796, 2.2342], [0.8435, -4.9695, -2.9560], [1.2927, -5.5466, 1.8014], [1.5007, 3.9714, -6.4467], [-3.5813, -1.0935, 2.9127], [-3.7357, 1.1569, 2.5887], [-0.5388, -5.6222, 0.0287], [1.1383, -4.6424, 3.3367], [0.0179, 0.2513, -1.0256], [-2.9172, 3.6458, -0.7623], [-2.1517, -5.1461, 0.5935], [0.2779, -0.0828, 2.2773], [2.8454, 2.0066, -5.8573], [1.6626, 2.8292, 1.0331], [-1.8046, 3.8414, -2.6489], [0.6088, 2.1297, 3.8214], [-0.3141, 2.1675, 2.3159], [3.8839, 3.0080, 2.0749], [1.3401, -5.2943, -1.2626], [3.2099, 2.6812, 3.6735], [2.3020, -4.2027, -2.2866], [-2.4467, -0.1654, 3.9333], [-1.6881, -4.5218, -1.8848], [-0.1137, -5.8287, 2.8808], [1.5230, 3.9284, 2.4070], [2.3311, 0.6647, -3.8384]], "forces_ev_per_a": [[-0.1825, 0.0333, -0.2186], [-0.0143, 0.0187, 0.0109], [0.0733, 0.0308, 0.0177], [0.0251, 0.0519, 0.1284], [0.0842, -0.0057, 0.0744], [-0.0433, -0.0049, -0.0352], [0.0882, -0.0721, -0.0024], [-0.0242, 0.0390, 0.0247], [-0.0376, -0.0439, -0.1046], [0.0110, 0.0172, -0.0133], [0.0147, -0.0169, -0.0158], [-0.0049, 0.0053, 0.0030], [0.0099, -0.0247, 0.0166], [-0.0618, 0.0100, -0.0319], [0.0173, -0.0019, 0.0398], [-0.0185, -0.0089, 0.0477], [-0.0141, 0.0284, -0.0109], [-0.0441, -0.0027, 0.0540], [-0.0008, -0.0115, 0.0020], [-0.0029, 0.0023, -0.0009], [0.0575, -0.0240, 0.1247], [-0.0153, -0.0135, -0.0102], [0.0252, -0.0151, -0.0582], [0.0621, -0.1270, 0.0119], [0.0561, -0.0190, -0.0682], [-0.0059, -0.0239, 0.0230], [0.0340, -0.0043, -0.0640], [-0.0076, -0.0141, 0.0084], [-0.0507, 0.0945, -0.0095], [0.0431, 0.0249, -0.0527], [0.0049, 0.0026, -0.0033], [-0.0125, 0.0139, 0.0030], [-0.0155, 0.0117, 0.0433], [0.0186, 0.0169, 0.0138], [-0.0043, 0.0022, 0.0091], [-0.0006, 0.0024, -0.0018], [-0.0230, -0.0094, 0.0231], [0.0029, -0.0077, 0.0016], [-0.0011, 0.0064, -0.0069], [0.0010, 0.0002, -0.0015], [-0.0068, -0.0066, 0.0223], [0.0045, -0.0045, 0.0149], [0.0044, 0.0087, -0.0021], [0.0004, 0.0034, -0.0018], [-0.0417, -0.0056, -0.0308], [-0.0020, 0.0023, -0.0012], [0.0030, -0.0170, -0.0172], [0.0074, 0.0428, 0.0580], [0.0028, -0.0003, -0.0024], [0.0120, 0.0021, -0.0062], [0.0019, -0.0026, 0.0109], [0.0088, 0.0141, 0.0046], [-0.0003, -0.0160, 0.0025], [-0.0061, -0.0026, -0.0139], [0.0079, -0.0057, -0.0086], [0.0128, 0.0059, -0.0051], [-0.0027, 0.0103, -0.0009], [-0.0209, 0.0113, -0.0048], [-0.0284, 0.0035, 0.0121], [0.0033, 0.0000, 0.0041], [-0.0076, -0.0027, -0.0060], [0.0035, -0.0021, 0.0002]], "e_above_lowest_kj_mol": 3.88, "charge": 2, "e_tot_ha": -9119.1650}